DFT (ωB97M-V/def2-TZVPD) results for a cluster of 2 separate species, C12H19N4 in total at a distorted geometry.

**Multiplicity**: 2
**Energy above the lowest of the compared OMol25 structures with the same formula, charge and spin**: 62.3 kJ/mol
**Net charge**: +2
**Molar mass**: 219.31 g/mol
**E_LUMO (spin up / spin down)**: -6.953 / -10.391 eV
**E**: -18696.458 eV
**Orbital gap (spin up / spin down)**: 9.38 / 6.17 eV

Last column: Mulliken charge in e.
Cartesian coordinates (Å):
N (-0.149, -2.397, 1.776)  -0.323
H (4.031, -0.322, 1.375)  0.368
N (2.067, -2.228, 2.326)  -0.430
C (-1.390, 2.737, 0.841)  -0.702
C (-0.421, 0.658, -2.156)  0.895
C (3.287, 0.161, 0.747)  -1.321
C (-1.856, 0.309, -0.400)  0.085
H (-2.771, 2.004, 2.336)  0.456
C (-0.694, 2.448, -0.335)  -0.669
H (-0.125, 3.190, -0.890)  0.510
C (-0.821, -0.681, -2.153)  -0.887
C (2.419, -0.643, -0.229)  0.183
H (0.338, -1.069, -0.174)  0.113
H (0.203, 2.046, -3.660)  0.437
H (-3.249, -0.205, 0.995)  0.552
H (1.512, 1.552, -2.790)  0.330
N (1.184, -1.187, 0.380)  -0.024
H (3.733, 0.998, 0.211)  0.356
H (-0.236, -3.035, 2.557)  0.254
H (-1.236, 3.699, 1.309)  0.487
C (1.061, -1.837, 1.527)  0.586
H (1.784, -2.168, 3.296)  0.287
H (3.011, -1.900, 2.257)  0.217
H (-0.624, -1.505, -2.824)  0.423
H (3.002, -1.422, -0.744)  0.292
H (2.550, 0.569, 1.459)  0.424
H (-2.384, -1.605, -1.199)  0.368
N (-1.649, -0.910, -1.076)  -0.061
H (2.039, -0.096, -1.094)  -0.082
H (0.664, 0.385, -3.917)  0.385
C (-2.522, 0.572, 0.801)  -0.505
C (-2.280, 1.827, 1.386)  -0.503
H (-1.043, -1.985, 1.542)  0.162
C (0.563, 1.142, -3.138)  -1.370
C (-1.035, 1.275, -1.030)  0.707